Record 1
This record from the Open Molecules 2025 dataset describes a structure of composition C26H40BiN5O3Si. The level of theory is wB97M-V/def2-TZVPD.

Results
**Net charge**: -2
**2S+1**: 1
**Energy relative to the best compared isomer or geometry (same formula, charge and spin)**: 45.0 kcal per mole

XYZ file:
```
76
Properties=species:S:1:pos:R:3:lowdin_charge:R:1
Bi 0.562 -0.408 -1.276 1.440
C -1.011 -3.561 -2.201 -0.102
C -1.378 -3.840 -0.778 -0.253
C -1.994 -5.022 -0.415 -0.119
C -2.337 -5.319 0.909 -0.173
C -2.011 -4.385 1.891 -0.129
C -1.401 -3.182 1.580 -0.284
C -1.064 -2.171 2.638 -0.083
C -1.088 -2.827 0.213 -0.431
N -0.593 -1.641 -0.062 -0.253
H -1.275 -4.397 -2.853 0.058
H 0.059 -3.352 -2.298 0.050
H -1.529 -2.664 -2.566 0.056
H -2.206 -5.748 -1.197 0.085
H -2.814 -6.258 1.164 0.058
H -2.242 -4.593 2.935 0.087
H -1.406 -2.486 3.627 0.062
H -1.483 -1.192 2.376 0.051
H 0.012 -1.978 2.675 0.052
C 1.113 5.475 -2.624 -0.220
Si 0.818 3.633 -2.185 0.276
C 0.200 3.697 -0.398 -0.198
C -0.697 3.154 -3.211 -0.206
N 2.069 2.567 -2.387 -0.080
C 3.341 2.564 -2.795 -0.405
C 4.105 1.356 -2.767 -0.059
C 5.421 1.314 -3.179 -0.151
C 6.085 2.454 -3.647 -0.188
C 5.369 3.646 -3.685 -0.172
C 4.048 3.712 -3.277 -0.076
H 0.194 6.043 -2.433 0.004
H 1.380 5.613 -3.677 0.007
H 1.914 5.917 -2.024 0.008
H -0.651 4.379 -0.289 0.011
H 1.003 4.039 0.264 0.011
H -0.102 2.706 -0.053 -0.013
H -1.538 3.838 -3.057 0.011
H -1.033 2.152 -2.938 -0.023
H -0.445 3.150 -4.276 0.011
H 3.610 0.459 -2.407 0.062
H 5.949 0.366 -3.136 0.081
H 7.119 2.408 -3.970 0.060
H 5.853 4.552 -4.043 0.074
H 3.514 4.655 -3.316 0.061
C 2.763 -1.686 1.449 -0.043
N 2.803 -0.617 2.456 -0.135
C 3.568 -0.810 3.670 -0.079
C 2.131 0.528 2.188 -0.508
C 2.212 1.669 3.185 0.006
O 1.461 0.690 1.177 -0.068
H 3.357 -2.525 1.808 0.077
H 3.142 -1.350 0.482 0.060
H 1.739 -2.015 1.270 0.057
H 4.021 -1.797 3.638 0.074
H 2.945 -0.768 4.568 0.084
H 4.378 -0.082 3.772 0.083
H 2.817 1.482 4.067 0.048
H 1.192 1.914 3.482 0.086
H 2.597 2.535 2.648 0.087
O 2.134 -1.466 -1.585 -0.873
N -2.691 0.970 -0.721 0.167
C -3.387 0.342 -0.052 -0.298
N -4.278 -0.330 0.689 -0.092
C -4.457 0.073 2.080 -0.133
C -5.777 -0.507 2.553 -0.209
O -5.806 -1.914 2.406 -0.137
C -5.618 -2.297 1.046 -0.181
C -4.296 -1.795 0.508 -0.106
H -4.470 1.162 2.129 0.129
H -3.643 -0.303 2.707 0.120
H -6.598 -0.056 1.976 0.120
H -5.930 -0.306 3.613 0.119
H -6.443 -1.893 0.442 0.120
H -5.651 -3.385 1.025 0.124
H -4.193 -2.016 -0.554 0.140
H -3.461 -2.269 1.025 0.104
```

---

Record 2
This record from the Open Molecules 2025 dataset describes a structure of composition C22H58HgN4O6. The level of theory is wB97M-V/def2-TZVPD.

Results
**Net charge**: 0
**2S+1**: 1
**Energy relative to the best compared isomer or geometry (same formula, charge and spin)**: 0.0 kcal per mole

XYZ file:
```
91
Properties=species:S:1:pos:R:3:lowdin_charge:R:1
Hg -0.133 -0.568 -0.212 1.105
C -1.373 -4.559 -1.763 -0.076
C -1.352 -3.151 -2.400 -0.621
C -2.720 -2.675 -2.874 -0.087
O -0.779 -2.253 -1.516 -0.402
H -2.007 -5.299 -2.285 0.064
H -1.725 -4.658 -0.738 0.060
H -0.395 -4.980 -2.011 0.064
H -0.655 -3.261 -3.246 0.110
H -3.046 -3.148 -3.806 0.068
H -2.643 -1.601 -3.083 0.051
H -3.532 -2.790 -2.151 0.073
C -1.865 -1.530 3.981 -0.067
C -0.921 -2.073 2.908 -0.620
C -1.429 -3.392 2.337 -0.078
O -0.715 -1.158 1.882 -0.390
H -2.837 -1.303 3.541 0.076
H -1.413 -0.696 4.513 0.050
H -1.993 -2.358 4.689 0.073
H 0.044 -2.213 3.444 0.114
H -2.425 -3.231 1.907 0.078
H -1.616 -4.123 3.140 0.072
H -0.848 -3.917 1.586 0.048
C 1.019 3.682 1.723 -0.044
C 1.375 2.223 2.050 -0.391
C 1.471 1.965 3.558 -0.215
O 0.249 2.350 4.144 -0.177
C 0.150 1.882 5.464 -0.117
N 0.287 1.350 1.524 0.006
H -0.019 3.861 2.011 0.076
H 1.000 3.733 0.635 0.052
H 1.660 4.372 2.264 0.084
H 2.275 1.887 1.533 0.116
H 2.324 2.500 3.996 0.128
H 1.633 0.891 3.714 0.120
H -0.780 2.245 5.895 0.091
H 0.978 2.275 6.067 0.087
H 0.177 0.798 5.616 0.081
H -0.577 1.896 1.541 0.064
H -0.036 0.629 2.191 0.040
C -4.574 1.204 -1.522 -0.041
C -3.087 1.450 -1.379 -0.424
C -2.813 2.809 -0.730 -0.224
O -3.232 3.903 -1.534 -0.188
C -3.247 5.094 -0.770 -0.105
N -2.339 0.410 -0.641 0.018
H -4.858 0.491 -2.298 0.079
H -5.081 2.131 -1.795 0.081
H -4.946 0.793 -0.578 0.086
H -2.590 1.504 -2.356 0.130
H -1.730 2.978 -0.657 0.106
H -3.268 2.785 0.269 0.134
H -2.242 5.266 -0.352 0.086
H -3.982 5.000 0.034 0.091
H -3.436 5.943 -1.423 0.088
H -2.621 -0.517 -0.985 0.061
H -2.859 0.394 0.248 0.091
C 1.698 2.591 -2.005 -0.038
C 0.503 1.823 -2.618 -0.385
C 0.369 1.956 -4.128 -0.176
O 1.623 1.499 -4.664 -0.187
C 1.471 0.834 -5.891 -0.126
N 0.662 0.407 -2.194 0.012
H 2.668 2.102 -2.130 0.081
H 1.527 2.556 -0.928 0.043
H 1.784 3.595 -2.420 0.089
H -0.370 2.274 -2.132 0.109
H 0.242 2.989 -4.473 0.131
H -0.497 1.409 -4.517 0.124
H 2.422 0.417 -6.234 0.088
H 1.157 1.498 -6.705 0.089
H 0.814 -0.043 -5.876 0.089
H 0.227 -0.132 -2.950 0.086
H 1.650 0.251 -2.391 0.078
C 1.904 -3.165 1.084 -0.050
C 2.578 -1.823 1.268 -0.405
C 4.075 -1.972 1.557 -0.195
O 4.689 -2.645 0.455 -0.202
C 5.874 -3.325 0.811 -0.107
N 2.400 -0.937 0.085 0.026
H 2.552 -3.853 0.534 0.084
H 0.985 -3.047 0.511 0.046
H 1.684 -3.652 2.033 0.086
H 2.143 -1.291 2.118 0.122
H 4.217 -2.579 2.456 0.121
H 4.582 -1.007 1.675 0.125
H 6.724 -2.774 0.403 0.084
H 5.913 -4.335 0.402 0.086
H 6.011 -3.431 1.889 0.081
H 2.950 -1.360 -0.662 0.090
H 2.865 -0.067 0.332 0.066
```

---

Record 3
This record from the Open Molecules 2025 dataset describes an isolated molecule of C4H7NO2. The level of theory is wB97M-V/def2-TZVPD.

Results
**Net charge**: 0
**2S+1**: 1
**Energy relative to the best compared isomer or geometry (same formula, charge and spin)**: 68.7 kcal per mole

XYZ file:
```
14
Properties=species:S:1:pos:R:3:lowdin_charge:R:1
O -2.368 -0.658 -0.457 -0.001
C -1.180 -0.174 0.104 -0.257
C -0.009 -0.899 -0.564 -0.110
N 0.890 0.184 -0.215 -0.122
C -0.133 1.213 -0.040 -0.020
C 2.052 0.036 0.467 -0.339
O 2.658 0.888 1.094 0.015
H -3.126 -0.587 0.135 0.100
H -1.201 0.072 1.141 0.122
H 0.352 -1.912 -0.324 0.126
H -0.222 -0.851 -1.645 0.130
H 0.163 1.845 0.843 0.123
H -0.286 1.857 -0.904 0.099
H 2.409 -1.014 0.365 0.136
```

---

no.,frontier orbital gap (eV),HOMO (eV)
1,4.96,-0.7207
2,7.70,-7.1925
3,9.77,-9.2334